This record from the OMol25 dataset describes the molecule C2H8N2O2 in a non-equilibrium geometry. The level of theory is ωB97M-V/def2-TZVPD.

Properties
LUMO level   0.851 eV
HOMO level   -9.0 eV
Energy above the lowest of the compared OMol25 structures with the same formula, charge and spin   103.7 kcal per mole
SMILES string   NOC[C@H](N)O
DFT total energy   -340.8652 Ha
Frontier orbital gap   9.85 eV

The geometry in XYZ format:
```
14
Properties=species:S:1:pos:R:3:lowdin_charge:R:1
N -0.576 1.081 2.036 -0.02
O -0.179 1.273 0.686 -0.29
C -0.840 0.315 -0.562 0.03
C 0.323 -0.607 -0.620 -0.54
N 0.728 -1.102 -1.904 0.06
O 0.253 -1.678 0.302 -0.02
H -0.841 2.019 2.342 0.08
H 0.246 0.868 2.603 0.07
H -0.912 1.027 -1.381 0.11
H -1.775 -0.098 -0.190 0.12
H 1.071 0.146 -0.136 0.15
H 0.933 -0.342 -2.544 0.08
H 1.579 -1.642 -1.776 0.08
H -0.010 -1.260 1.144 0.08
```